Density functional theory data (ωB97M-V/def2-TZVPD) for a cluster of 12 separate species, C74H170N10O12 in total at a distorted geometry.

Geometry as XYZ:
```
266
Properties=species:S:1:pos:R:3:lowdin_charge:R:1
C -2.8584 -8.2227 27.9969 -0.072
C -2.5769 -8.2959 29.5354 -0.332
O -1.7039 -7.2352 29.8937 -0.098
H -3.4800 -7.3655 27.7296 0.064
H -3.2144 -9.1636 27.5852 0.044
H -1.8297 -8.1104 27.6398 0.075
H -2.1119 -9.2792 29.7319 0.110
H -3.5922 -8.2242 30.0233 0.103
H -1.6771 -7.1940 30.8774 0.103
C -12.0241 -10.1177 25.7019 -0.074
C -11.4416 -8.7298 25.8044 -0.288
O -10.1818 -8.7860 25.0968 -0.136
H -11.2404 -10.8193 25.9573 0.066
H -12.4925 -10.3969 24.7590 0.078
H -12.7855 -10.1138 26.4583 0.066
H -11.1428 -8.3729 26.8105 0.107
H -12.0927 -8.0049 25.3449 0.096
H -9.9037 -7.8421 24.9187 0.073
C -10.8626 -0.6034 28.6713 -0.031
C -11.4730 -0.9455 27.3361 -0.542
C -10.3365 -1.2821 26.3451 -0.138
C -9.7677 -2.6375 26.5760 -0.185
C -10.9064 -3.6126 26.3796 -0.146
C -11.9447 -3.4473 27.4717 -0.489
N -12.4187 -2.0241 27.3810 -0.100
O -13.4720 -1.8097 28.2793 -0.026
C -13.0923 -4.3933 27.1652 -0.040
C -11.4266 -3.8560 28.9238 -0.004
C -12.1335 0.2823 26.6899 -0.037
H -10.3968 0.3703 28.5508 0.082
H -10.1443 -1.3819 29.0969 0.059
H -11.5610 -0.5640 29.5141 0.086
H -10.7978 -1.2742 25.3419 0.124
H -9.6363 -0.4242 26.4469 0.113
H -9.4585 -2.7325 27.6261 0.092
H -8.9230 -2.8559 25.8938 0.118
H -10.5236 -4.6708 26.5443 0.130
H -11.4384 -3.5389 25.4246 0.096
H -12.7302 -5.4270 27.0723 0.085
H -13.8613 -4.2759 27.8938 0.062
H -13.5868 -4.0568 26.1742 0.118
H -10.6034 -3.2494 29.3335 0.052
H -12.2817 -3.7469 29.6484 0.093
H -11.1528 -4.9018 28.8717 0.064
H -12.9699 0.6832 27.2977 0.088
H -12.5726 0.0552 25.6837 0.101
H -11.4471 1.1221 26.5741 0.075
H -13.0964 -1.9225 29.1970 0.099
C -3.8775 -11.3763 25.6870 -0.002
C -4.8035 -11.5909 24.3988 -0.509
C -5.8539 -10.4705 24.3424 -0.125
C -5.2605 -9.1094 24.0099 -0.130
C -4.6973 -9.2423 22.5273 -0.114
C -3.6547 -10.3389 22.4534 -0.514
N -4.1142 -11.6148 23.1212 -0.107
O -3.0974 -12.5700 23.1743 -0.018
C -3.4078 -10.7190 21.0242 -0.037
C -2.3518 -9.8533 23.0872 -0.024
C -5.5538 -12.8891 24.5444 -0.039
H -3.4480 -10.3418 25.6745 0.049
H -3.0644 -12.0713 25.6774 0.068
H -4.4054 -11.4471 26.6575 0.070
H -6.6217 -10.6600 23.5404 0.121
H -6.3345 -10.5616 25.3090 0.105
H -4.4735 -8.6880 24.6448 0.088
H -5.9419 -8.2808 23.9682 0.072
H -4.2724 -8.3063 22.1909 0.082
H -5.4867 -9.3924 21.8085 0.090
H -2.4680 -11.2395 20.8554 0.080
H -4.2486 -11.3099 20.7057 0.082
H -3.2867 -9.7537 20.4427 0.112
H -1.7193 -10.7756 23.0576 0.091
H -1.8415 -9.0756 22.5509 0.076
H -2.3552 -9.6278 24.1529 0.064
H -6.2988 -12.6984 25.2832 0.063
H -4.8970 -13.6898 24.9494 0.095
H -5.9758 -13.2411 23.6169 0.084
H -3.2104 -13.0408 22.3480 0.103
C -10.6478 -3.4950 22.4089 -0.006
C -11.5545 -4.7193 21.9891 -0.489
C -12.8467 -4.1934 21.3117 -0.120
C -12.5719 -3.6312 19.8593 -0.166
C -11.9270 -4.7115 18.9887 -0.160
C -10.6133 -5.1991 19.5796 -0.492
N -10.8961 -5.6261 21.0188 -0.069
O -9.6875 -6.1125 21.6272 -0.079
C -10.1036 -6.4227 18.7494 -0.023
C -9.5225 -4.1361 19.5132 -0.043
C -11.9051 -5.5500 23.2269 -0.038
H -10.8588 -3.3344 23.4661 0.050
H -10.8408 -2.5800 21.8214 0.074
H -9.5966 -3.7577 22.2119 0.070
H -13.5234 -5.0334 21.1807 0.111
H -13.3453 -3.4739 21.9446 0.111
H -11.9639 -2.6934 19.9343 0.106
H -13.5625 -3.4150 19.4042 0.111
H -11.7767 -4.3505 17.9519 0.125
H -12.6299 -5.5688 18.8979 0.128
H -9.9611 -6.1502 17.7105 0.083
H -9.1102 -6.6814 19.1495 0.062
H -10.7704 -7.2478 18.8869 0.075
H -9.3442 -3.8193 18.4744 0.090
H -9.8078 -3.1956 20.0368 0.071
H -8.5351 -4.4988 19.8587 0.063
H -11.0029 -5.8084 23.7812 0.060
H -12.3448 -6.5551 23.0183 0.096
H -12.6133 -4.9533 23.7793 0.069
H -9.8173 -7.0923 21.5854 0.065
C -10.2674 -8.6940 31.1491 -0.061
C -9.8961 -10.0986 30.8037 -0.450
C -10.8289 -10.5616 29.6448 -0.141
C -10.2344 -11.7997 28.9935 -0.166
C -8.7647 -11.6830 28.5311 -0.140
C -7.8481 -11.4145 29.6700 -0.487
N -8.4311 -10.1958 30.3742 -0.106
O -7.6011 -9.6668 31.3368 -0.025
C -7.6855 -12.6489 30.5437 -0.036
C -6.4306 -10.9712 29.0780 -0.017
C -10.1854 -11.0777 32.0500 -0.013
H -11.3267 -8.6842 31.3450 0.089
H -10.0797 -7.9483 30.3796 0.074
H -9.7490 -8.2367 31.9846 0.063
H -11.8838 -10.6381 29.9529 0.131
H -10.8104 -9.6951 28.9453 0.108
H -10.9109 -12.2427 28.2576 0.105
H -10.3638 -12.5546 29.8144 0.100
H -8.6640 -10.9149 27.7825 0.109
H -8.4492 -12.5801 28.0524 0.114
H -8.6555 -12.9482 31.0200 0.073
H -7.2217 -13.5826 30.1349 0.103
H -7.0090 -12.3786 31.3759 0.084
H -6.0774 -11.7991 28.4563 0.070
H -6.5006 -10.0814 28.4379 0.069
H -5.6262 -10.7187 29.7758 0.074
H -10.5208 -12.0478 31.6893 0.054
H -10.9982 -10.6761 32.6792 0.084
H -9.3055 -11.2305 32.7108 0.077
H -7.6637 -10.2055 32.1208 0.075
C -5.7948 -6.1614 20.4674 -0.029
C -5.0321 -5.0677 21.2052 -0.521
C -6.0245 -4.1859 21.9318 -0.138
C -5.2866 -3.1546 22.8096 -0.129
C -4.4747 -3.9423 23.9166 -0.129
C -3.4683 -4.9082 23.2734 -0.498
N -4.0837 -5.6635 22.1702 -0.056
O -3.0684 -6.4674 21.5325 -0.051
C -2.2168 -4.0427 22.8527 -0.015
C -2.9678 -5.8205 24.4432 -0.030
C -4.2826 -4.2149 20.1439 -0.013
H -6.6908 -5.8210 19.9907 0.054
H -6.0869 -6.9419 21.2048 0.077
H -5.1236 -6.7393 19.7468 0.111
H -6.6018 -3.6734 21.1829 0.105
H -6.7743 -4.8676 22.4580 0.134
H -5.9927 -2.4676 23.2511 0.098
H -4.5897 -2.6229 22.1351 0.094
H -5.1993 -4.5750 24.5553 0.124
H -3.9510 -3.2624 24.6024 0.106
H -1.5583 -4.5899 22.1637 0.077
H -2.6000 -3.1935 22.3028 0.058
H -1.6790 -3.7302 23.7614 0.091
H -2.1966 -6.4964 24.0097 0.086
H -2.4688 -5.1381 25.1574 0.085
H -3.7089 -6.4447 24.9532 0.064
H -4.8821 -3.9988 19.2596 0.096
H -3.4965 -4.8925 19.8063 0.074
H -3.7917 -3.3668 20.5533 0.049
H -2.4487 -5.8146 21.1586 0.069
C -4.1769 -0.4832 27.8435 -0.028
C -5.6930 -0.7879 27.6919 -0.465
C -6.4261 -0.6582 29.0789 -0.114
C -6.3407 0.8158 29.5077 -0.185
C -6.9925 1.5419 28.4203 -0.154
C -6.4195 1.5465 26.9861 -0.485
N -6.2761 0.1151 26.6858 -0.107
O -5.7560 -0.1813 25.3828 -0.015
C -7.5061 2.0650 26.0411 -0.025
C -5.0999 2.3442 26.8410 -0.015
C -5.8345 -2.2357 27.1953 -0.021
H -3.7385 -0.0837 26.9039 0.083
H -3.5446 -1.3618 28.0928 0.086
H -3.9481 0.2157 28.6742 0.068
H -7.4637 -0.9598 28.9638 0.094
H -5.9723 -1.4102 29.7320 0.101
H -5.2736 1.0732 29.6911 0.105
H -6.9261 1.0153 30.3913 0.109
H -7.2993 2.5318 28.7321 0.126
H -7.9529 1.0085 28.2513 0.116
H -7.8700 3.0348 26.3015 0.076
H -7.1751 2.1352 25.0056 0.084
H -8.3593 1.3912 25.9825 0.070
H -5.3258 3.3781 26.9783 0.074
H -4.3263 2.0643 27.5145 0.052
H -4.6697 2.3274 25.7922 0.103
H -6.8489 -2.5405 27.0015 0.053
H -5.4177 -2.8737 27.9994 0.079
H -5.2597 -2.4283 26.2889 0.064
H -4.9596 0.3654 25.3461 0.065
C -10.2434 -5.2924 33.0884 -0.028
C -8.8398 -4.7706 32.4988 -0.391
C -8.4586 -3.3501 33.0045 -0.166
O -9.3847 -2.4546 32.3600 -0.195
C -8.7628 -1.5681 31.4011 -0.083
N -7.7675 -5.7058 32.8019 0.046
H -10.3684 -6.3480 32.8154 0.047
H -11.0947 -4.7950 32.6968 0.047
H -10.2735 -5.1028 34.1718 0.076
H -9.0067 -4.7001 31.4459 0.110
H -7.4206 -3.1041 32.7091 0.099
H -8.5893 -3.2438 34.0894 0.124
H -9.3590 -0.7230 31.2294 0.069
H -8.6130 -2.0986 30.4542 0.067
H -7.8317 -1.2894 31.8074 0.059
H -7.9229 -6.0408 33.7513 0.081
H -7.7635 -6.4375 32.1067 0.046
C -7.4160 -5.0598 28.1434 -0.074
C -8.1239 -6.3507 28.2799 -0.402
C -8.0737 -7.1730 26.9488 -0.144
O -8.7869 -6.4583 25.9301 -0.243
C -8.0906 -6.1604 24.7750 -0.123
N -7.5558 -7.0536 29.4477 0.072
H -6.3165 -5.1892 28.1464 0.086
H -7.5416 -4.3940 28.9604 0.062
H -7.6500 -4.5283 27.2220 0.057
H -9.2004 -6.2311 28.5627 0.128
H -8.5799 -8.1783 26.9937 0.122
H -7.0138 -7.3370 26.6740 0.129
H -7.1578 -5.6568 25.0424 0.073
H -8.7041 -5.5306 24.1288 0.075
H -7.8023 -7.0762 24.1671 0.101
H -6.5663 -7.1091 29.5318 0.051
H -7.9131 -8.0247 29.4711 0.049
C -4.5783 -4.9004 30.6916 -0.066
C -3.8121 -4.1741 31.7568 -0.460
C -4.1478 -2.6986 31.7432 -0.259
O -3.4131 -1.9296 32.6707 -0.145
C -4.1221 -0.7110 32.7301 -0.122
N -4.0643 -4.8220 33.0381 0.055
H -5.6408 -4.8464 30.9629 0.071
H -4.2070 -5.9581 30.5696 0.079
H -4.2672 -4.5040 29.7144 0.077
H -2.7258 -4.0953 31.5947 0.145
H -5.2333 -2.6303 31.8783 0.101
H -3.9198 -2.3629 30.6969 0.128
H -3.5265 -0.0674 33.3909 0.091
H -5.1236 -0.8115 33.1058 0.076
H -4.1263 -0.1403 31.7463 0.098
H -5.0562 -5.0112 33.2037 0.055
H -3.6914 -4.2978 33.8020 0.057
C -9.6352 -11.4806 22.3180 -0.045
C -9.2974 -10.0048 22.1934 -0.462
C -8.2872 -9.8807 21.0746 -0.195
O -8.9314 -10.1108 19.7993 -0.199
C -8.1726 -9.7717 18.6320 -0.099
N -10.3491 -9.0819 22.0128 0.079
H -8.7166 -12.0304 22.2040 0.067
H -10.3303 -11.7518 21.5042 0.087
H -10.1540 -11.7828 23.2361 0.074
H -8.7339 -9.8105 23.1159 0.124
H -7.4705 -10.5599 21.1968 0.098
H -7.8590 -8.8536 21.0236 0.118
H -7.7732 -8.7302 18.6917 0.076
H -8.8607 -9.8137 17.7810 0.087
H -7.2884 -10.4226 18.4878 0.087
H -10.8899 -9.0756 22.8450 0.052
H -10.9871 -9.3268 21.2577 0.103
```

Calculated values
Calculated total energy ... -118955.319 eV
Gap between HOMO and LUMO ... 0.31640 Ha